[1]
Computed, not measured: a molecular structure, C22H42Br6O10S5 in a non-equilibrium geometry, with ωB97M-V/def2-TZVPD.

Computed properties:
LUMO = -0.016 Ha
F_max = 2.63 eV/Å
ΔE to the lowest compared entry with this formula, charge and spin = 0.000 eV

Geometry as ORCA input:
```
! wB97M-V def2-TZVPD RIJCOSX def2/J DEFGRID3
* xyz 0 1
C 1.7437 5.4616 4.6484
Br 3.6455 5.1751 4.3763
Br 1.4100 7.3035 5.0437
Br 1.0714 4.3513 6.0490
H 1.3007 5.1838 3.7159
C 0.5114 1.7910 0.6432
Br 1.5060 0.2306 1.1463
Br 1.0857 3.3317 1.6094
Br -1.3973 1.5505 0.9322
H 0.6398 1.9783 -0.4118
C 0.5269 4.0239 -6.1757
C 1.4319 5.1334 -5.6158
C 1.5082 4.8663 -4.1266
S 1.7727 3.0958 -4.0125
O 0.9276 2.5523 -3.0018
O 3.1892 2.9111 -3.9449
C 1.1133 2.7284 -5.6348
H 0.5117 4.0053 -7.2551
H -0.4542 4.1632 -5.7188
H 0.9894 6.1153 -5.7874
H 2.4377 5.0771 -6.0367
H 0.5694 5.0896 -3.6072
H 2.2730 5.4047 -3.5763
H 0.4845 1.8461 -5.5494
H 1.9631 2.4131 -6.2471
C -3.8933 -0.9064 0.3026
C -4.0488 -0.1107 -0.9988
C -5.5198 0.3072 -1.0545
S -6.4391 -1.1173 -0.4654
O -6.9546 -1.9120 -1.5427
O -7.3092 -0.6541 0.5823
C -5.0031 -1.9697 0.2270
H -4.0927 -0.3565 1.2315
H -2.9169 -1.3945 0.3365
H -3.8095 -0.7410 -1.8542
H -3.3888 0.7490 -1.0189
H -5.8867 0.6239 -2.0251
H -5.6478 1.0968 -0.3136
H -4.7393 -2.7111 -0.5384
H -5.3430 -2.5160 1.1014
C -0.6796 -0.3827 5.3796
C -1.2332 -0.5139 3.9544
C -1.0861 -1.9316 3.4805
S -0.9096 -2.9270 4.9963
O 0.4443 -3.4239 5.0961
O -1.9997 -3.8565 5.1186
C -1.1411 -1.5845 6.1366
H -1.0499 0.5362 5.8284
H 0.4107 -0.3168 5.3529
H -0.7354 0.2493 3.3744
H -2.2804 -0.2103 4.0088
H -0.1829 -2.1916 2.9312
H -2.0077 -2.3550 3.0897
H -0.6655 -1.8253 7.0807
H -2.2203 -1.5203 6.2918
C 4.1953 -1.9298 2.8157
C 4.9136 -1.4079 1.5564
C 4.3883 -2.1235 0.3618
S 3.4794 -3.5399 0.9643
O 3.9157 -4.7279 0.3007
O 2.0779 -3.2029 0.9724
C 4.0147 -3.3835 2.6439
H 3.1920 -1.4750 2.8306
H 4.7493 -1.6318 3.6966
H 5.9712 -1.6524 1.6819
H 4.8329 -0.3300 1.4474
H 5.1660 -2.4613 -0.3183
H 3.6584 -1.5877 -0.2492
H 4.9888 -3.8965 2.6588
H 3.3716 -3.8898 3.3436
C 0.5207 -1.9243 -1.7432
C -0.1082 -2.9566 -2.7340
C -0.9711 -2.2845 -3.7793
S -0.5714 -0.5484 -3.7396
O -1.7376 0.2455 -3.8118
O 0.5858 -0.2906 -4.5640
C 0.0339 -0.5573 -2.0527
H 1.6008 -1.9411 -1.8109
H 0.2552 -2.2488 -0.7429
H -0.6835 -3.7479 -2.2587
H 0.7345 -3.4897 -3.1826
H -2.0207 -2.3305 -3.4800
H -0.9110 -2.6538 -4.7996
H -0.8290 -0.2093 -1.4791
H 0.7539 0.2607 -2.0803
*
```

Atomic partial charges in e from the Mulliken method, atoms 1 to 6: C 0.049; Br -0.011; Br -0.002; Br 0.015; H -0.124; C 0.093

[2]
Computed, not measured: 9 unconnected molecules or ions with the total composition C59H70O3 in a non-equilibrium geometry, with ωB97M-V/def2-TZVPD.

Computed properties:
LUMO = 0.022 Ha
F_max = 2.33 eV/Å
SMILES = CCCCCCCC(=O)OCCOC.c1ccccc1.c1ccccc1.c1ccccc1.c1ccccc1.c1ccccc1.c1ccccc1.c1ccccc1.c1ccccc1

Geometry as ORCA input:
```
! wB97M-V def2-TZVPD RIJCOSX def2/J DEFGRID3
* xyz 0 1
C 0.8033 1.2789 4.2590
C -0.4307 1.0297 3.4049
C -0.5793 -0.4314 2.9871
C -0.9856 -1.3551 4.1432
C -0.3950 -2.7611 4.0096
C 1.0278 -2.8904 4.5829
C 2.0886 -3.2850 3.5239
C 2.3459 -4.7658 3.6087
O 1.6356 -5.5934 3.0253
O 3.3705 -5.1056 4.4207
C 3.8121 -6.4641 4.3153
C 5.2215 -6.5123 4.8880
O 5.4457 -7.7746 5.4789
C 6.1515 -7.7026 6.6966
H 0.8221 2.3236 4.5626
H 0.8324 0.6614 5.1531
H 1.7135 1.0762 3.6981
H -0.3281 1.6244 2.4961
H -1.3351 1.3775 3.8993
H 0.3366 -0.7854 2.5113
H -1.3454 -0.4678 2.2129
H -0.7663 -0.9031 5.1071
H -2.0679 -1.4626 4.0774
H -0.3620 -2.9876 2.9470
H -1.0519 -3.4691 4.5059
H 1.0044 -3.6717 5.3406
H 1.3420 -1.9910 5.1046
H 1.6892 -3.1159 2.5311
H 3.0041 -2.7162 3.6482
H 3.1671 -7.1384 4.8711
H 3.7911 -6.7820 3.2785
H 5.3233 -5.7111 5.6170
H 5.9372 -6.3699 4.0777
H 5.6726 -7.0125 7.3905
H 7.1883 -7.4045 6.5337
H 6.1498 -8.6968 7.1293
C -4.0386 -5.0204 -0.2307
C -2.9331 -5.5950 -0.8427
C -1.7658 -5.7999 -0.1195
C -1.7039 -5.4367 1.2187
C -2.8118 -4.8645 1.8293
C -3.9774 -4.6527 1.1063
H -4.9476 -4.8590 -0.7957
H -2.9815 -5.8833 -1.8849
H -0.9028 -6.2437 -0.5988
H -0.7938 -5.5980 1.7846
H -2.7633 -4.5819 2.8736
H -4.8379 -4.2018 1.5843
C 1.9626 3.1999 -0.8180
C 1.9462 4.5157 -1.2598
C 1.9580 5.5570 -0.3422
C 1.9928 5.2820 1.0179
C 2.0120 3.9659 1.4590
C 1.9938 2.9244 0.5421
H 1.9494 2.3875 -1.5339
H 1.9237 4.7296 -2.3209
H 1.9395 6.5826 -0.6872
H 2.0031 6.0934 1.7343
H 2.0357 3.7511 2.5200
H 2.0022 1.8982 0.8878
C -4.4189 -1.7375 6.1095
C -4.9464 -1.0839 5.0050
C -5.9455 -0.1355 5.1704
C -6.4127 0.1642 6.4426
C -5.8839 -0.4882 7.5475
C -4.8890 -1.4416 7.3810
H -3.6406 -2.4788 5.9787
H -4.5780 -1.3143 4.0131
H -6.3595 0.3710 4.3081
H -7.1893 0.9066 6.5726
H -6.2477 -0.2535 8.5394
H -4.4796 -1.9532 8.2424
C 1.5842 3.5939 -6.3742
C 1.8443 3.1396 -5.0885
C 3.0397 2.4922 -4.8078
C 3.9781 2.3037 -5.8126
C 3.7187 2.7592 -7.0977
C 2.5211 3.4015 -7.3798
H 0.6511 4.0965 -6.5925
H 1.1131 3.2906 -4.3039
H 3.2405 2.1339 -3.8062
H 4.9100 1.7981 -5.5946
H 4.4492 2.6087 -7.8821
H 2.3169 3.7497 -8.3839
C 2.2727 -0.6527 -7.5421
C 3.3902 -1.1686 -8.1830
C 3.3407 -2.4299 -8.7614
C 2.1705 -3.1734 -8.7038
C 1.0516 -2.6572 -8.0648
C 1.1034 -1.3985 -7.4814
H 2.3142 0.3298 -7.0894
H 4.3016 -0.5858 -8.2315
H 4.2134 -2.8331 -9.2589
H 2.1291 -4.1533 -9.1614
H 0.1379 -3.2365 -8.0230
H 0.2321 -0.9973 -6.9797
C -4.1255 5.6571 2.1572
C -4.6880 4.4497 1.7668
C -3.8896 3.4605 1.2090
C -2.5285 3.6782 1.0474
C -1.9646 4.8841 1.4393
C -2.7644 5.8747 1.9917
H -4.7481 6.4300 2.5900
H -5.7489 4.2796 1.8974
H -4.3280 2.5199 0.9010
H -1.9031 2.9066 0.6163
H -0.9015 5.0496 1.3134
H -2.3271 6.8182 2.2945
C -3.1129 10.3464 6.2730
C -3.6772 9.1406 5.8811
C -2.8813 8.1524 5.3189
C -1.5201 8.3675 5.1542
C -0.9555 9.5726 5.5480
C -1.7523 10.5630 6.1050
H -3.7337 11.1180 6.7096
H -4.7378 8.9708 6.0137
H -3.3211 7.2128 5.0085
H -0.8996 7.5941 4.7192
H 0.1062 9.7399 5.4212
H -1.3127 11.5041 6.4089
C 0.3207 -4.6914 -13.3896
C -0.1075 -3.8888 -12.3408
C 0.6718 -2.8199 -11.9213
C 1.8772 -2.5501 -12.5538
C 2.3044 -3.3509 -13.6036
C 1.5274 -4.4233 -14.0201
H -0.2863 -5.5263 -13.7153
H -1.0493 -4.0972 -11.8496
H 0.3431 -2.1985 -11.0985
H 2.4838 -1.7158 -12.2256
H 3.2440 -3.1397 -14.0976
H 1.8625 -5.0501 -14.8364
*
```

Atomic partial charges in e from the Mulliken method, atoms 1 to 6: C -1.245; C 0.049; C -0.663; C -0.108; C -0.780; C -0.664

Question: Among the records above, which one has the highest F_max?
Answer: C22H42Br6O10S5

Question: Which value of LUMO does entry 2 give?
Answer: 0.022 Ha